The following is a quantum chemistry calculation of a molecular structure, C31H32N2OSiZn at a distorted geometry, from the OMol25 dataset.

For the HOMO energy, the calculation gives -7.16 eV.

Atoms and positions in Å:
C 0.718384 2.303328 1.143284
C 2.165719 2.287721 0.538472
H -0.059288 2.427210 0.380277
H 0.654817 3.209320 1.760976
H 0.458279 1.512987 1.878127
H 2.260346 1.914027 -0.499788
H 2.420398 3.346705 0.438189
H 2.921276 1.852149 1.203490
C -2.400027 1.232887 0.601086
C -3.734210 0.844633 0.433574
C -4.067985 0.113504 -0.707520
C -3.058576 -0.242574 -1.599918
H -2.099308 1.795887 1.489695
H -4.462428 1.130642 1.189958
H -5.096438 -0.183737 -0.903300
H -3.262345 -0.846675 -2.478111
N -1.454129 0.945476 -0.294232
C -1.728252 0.159803 -1.349039
C -0.596548 -0.329410 -2.172236
N 0.663222 -0.224301 -1.674191
C 1.686424 -0.809078 -2.325304
C 0.242004 -1.591687 -4.068865
C 1.518251 -1.518791 -3.510232
H 2.658033 -0.729044 -1.834919
H 2.384130 -2.003245 -3.953718
C -0.811896 -0.963238 -3.408885
H -1.817555 -0.968109 -3.815418
H 0.059292 -2.136911 -4.993884
Zn 1.139247 0.439993 0.270043
C 2.971555 -0.481435 0.495768
H 3.775008 -0.006545 -0.079510
H 2.833815 -1.513980 0.163999
H 3.227289 -0.492915 1.562743
O 0.140978 -0.958922 1.174569
Si -0.111720 -1.557468 2.629010
C -0.748286 -0.233841 3.787013
C 0.107037 0.754424 4.296119
C -0.414838 1.835579 5.019406
C -1.790989 1.917763 5.262388
C -2.642803 0.912058 4.788520
C -2.120664 -0.156786 4.050614
C -1.413291 -2.888293 2.573737
C -1.573289 -3.749602 3.665074
C -2.599798 -4.703350 3.658119
C -3.442101 -4.807223 2.542531
C -3.247938 -3.976567 1.430500
C -2.218808 -3.026001 1.440416
C 1.393094 -2.376254 3.375579
C 1.842518 -2.091463 4.667506
C 2.992718 -2.717166 5.165404
C 3.690663 -3.635727 4.373322
C 3.240855 -3.927499 3.078441
C 2.089058 -3.300851 2.584507
H 1.186661 0.687623 4.131204
H 0.260786 2.608701 5.395318
H -2.199029 2.760143 5.828499
H -3.716018 0.954674 4.990438
H -2.789237 -0.933409 3.672370
H -0.899456 -3.674796 4.525476
H -2.737192 -5.354897 4.526099
H -4.252570 -5.539241 2.539679
H -3.894804 -4.059652 0.554208
H -2.041743 -2.387637 0.573250
H 1.295433 -1.381366 5.289471
H 3.338409 -2.487261 6.175884
H 4.583229 -4.133436 4.762291
H 3.778422 -4.640346 2.447818
H 1.738407 -3.519471 1.571868

Cartesian forces, eV/Å:
0.0 1.8 0.9
0.6 2.4 0.2
0.3 -0.1 0.3
0.1 -0.3 -0.1
0.0 0.2 -0.5
0.2 0.2 0.5
0.0 0.1 -0.1
-0.4 0.0 -0.4
-0.3 -0.2 -0.6
0.4 0.0 -0.1
0.3 0.2 0.1
0.7 0.1 0.1
0.0 -0.1 -0.3
0.1 -0.2 -0.2
0.2 0.0 0.1
-0.2 0.0 0.3
0.1 -0.7 -0.2
-1.3 0.5 0.8
1.1 -0.3 -0.6
-0.7 -0.2 -0.8
-0.5 0.2 0.0
0.1 0.2 0.3
-0.2 0.1 0.1
-0.3 0.0 -0.2
-0.2 0.1 0.0
0.1 0.1 0.4
0.3 -0.1 -0.1
0.1 0.2 0.2
0.0 -4.1 -0.3
-0.3 0.2 -0.1
0.2 -0.1 0.1
0.2 -0.1 0.1
0.2 -0.1 -0.2
-0.7 -0.1 0.3
0.2 -0.1 -0.6
0.1 0.0 0.2
-0.5 0.4 0.2
0.0 -0.1 -0.1
0.0 -0.1 -0.1
0.2 0.0 -0.1
0.0 0.5 0.3
0.2 -0.1 -0.1
-0.6 -0.3 -0.2
0.1 0.2 -0.1
0.1 0.2 0.0
0.2 0.0 0.2
-0.5 -0.4 0.3
0.0 0.2 0.0
0.5 -0.4 0.0
0.0 -0.1 -0.1
-0.2 0.1 -0.1
-0.3 0.2 0.0
0.5 -0.1 0.4
-0.3 0.0 0.0
-0.3 -0.2 -0.1
0.2 -0.3 -0.2
0.3 0.1 0.0
0.2 0.2 0.1
-0.3 0.0 -0.3
0.0 0.2 -0.4
0.2 0.2 0.0
0.1 -0.1 0.3
0.0 -0.1 0.2
0.2 -0.2 -0.1
-0.1 -0.1 -0.3
-0.3 0.2 -0.1
-0.1 0.2 0.3
0.1 0.1 0.3


The following is a quantum chemistry calculation of a molecular structure, C31H33BrN4NaO, from the OMol25 dataset.

For the HOMO energy, the calculation gives -3.95 eV. As for the net charge: -1.

Atoms and positions in Å:
Na 0.922902 1.567190 0.224650
C -0.424239 5.068598 -4.556804
C -1.196148 4.718935 -3.458113
C -0.598475 4.307231 -2.275159
C 0.790930 4.243477 -2.152307
C 1.559017 4.576127 -3.278253
C 0.961076 4.989314 -4.456678
N 1.358188 3.748710 -0.969146
C 2.278157 4.484660 -0.356506
C 2.644000 5.843793 -0.714595
C 3.632549 6.520083 -0.070641
C 4.366548 5.961006 1.005635
C 4.021276 4.707809 1.422376
C 2.998023 3.978704 0.789967
N 2.591158 2.741957 1.260682
N 3.268456 2.192854 2.167617
C 2.663077 0.958663 2.601754
C 3.530129 -0.018270 3.085847
C 2.990074 -1.208655 3.529803
C 1.610626 -1.382255 3.485507
C 0.837553 -0.346008 2.993329
N 1.346997 0.812916 2.575636
H -0.891249 5.383667 -5.481506
H -2.277301 4.758837 -3.522118
H -1.200750 4.013805 -1.424055
H 2.637035 4.492139 -3.213777
H 1.580526 5.238364 -5.310779
H 2.100395 6.331565 -1.509948
H 3.854430 7.534812 -0.386979
H 5.139873 6.529920 1.503533
H 4.509969 4.243008 2.268511
H 4.593985 0.173618 3.080274
H 3.634023 -1.997390 3.899385
H 1.138639 -2.298892 3.811370
H -0.239567 -0.446211 2.912133
C -4.133559 -4.920660 0.260736
C -4.356999 -3.411741 0.350236
C -5.026125 -3.110469 1.698323
C -5.309594 -3.007589 -0.782618
C -3.050357 -2.628172 0.236034
C -3.050846 -1.238364 0.350166
C -1.875965 -0.539221 0.228532
Br -1.929660 1.366933 0.415233
C -0.589835 -1.114936 -0.027400
O 0.452123 -0.388379 -0.138615
C -0.606126 -2.541251 -0.114446
C -1.816136 -3.224013 0.006983
C 0.652624 -3.395660 -0.361300
C 1.971058 -2.616440 -0.410878
C 0.801815 -4.442556 0.755165
C 0.500741 -4.123994 -1.706552
H -5.089706 -5.439520 0.366270
H -3.467623 -5.280722 1.047755
H -3.705319 -5.208039 -0.701922
H -5.961562 -3.669374 1.801804
H -5.258730 -2.050257 1.803061
H -4.367132 -3.387024 2.523939
H -6.259385 -3.545446 -0.703590
H -4.864926 -3.235483 -1.753545
H -5.524480 -1.938070 -0.759543
H -3.968149 -0.689968 0.528477
H -1.779580 -4.301643 -0.088272
H 2.168627 -2.086909 0.520255
H 1.983147 -1.875857 -1.206412
H 2.776277 -3.339457 -0.584495
H 0.917181 -3.956782 1.726515
H 1.691139 -5.053716 0.573702
H -0.056913 -5.112215 0.816014
H 0.404059 -3.402150 -2.519861
H -0.380216 -4.767779 -1.723231
H 1.378242 -4.747149 -1.907134

Cartesian forces, eV/Å:
0.0 0.8 -0.3
0.0 0.0 0.0
0.0 0.0 0.0
-0.1 0.0 0.0
0.1 -0.3 0.2
0.0 0.0 0.0
0.0 0.0 0.0
0.2 0.4 0.0
0.1 0.1 0.0
-0.1 -0.3 0.0
0.1 0.1 0.0
-0.1 0.0 -0.1
0.1 0.1 0.0
-0.3 -0.5 0.1
0.5 0.5 0.0
-0.4 -0.6 0.2
0.5 0.6 0.0
0.0 -0.1 0.0
0.0 0.0 0.0
0.0 0.0 0.0
0.0 0.0 0.0
-0.1 0.0 -0.1
0.0 0.0 0.0
0.0 0.0 0.0
0.0 0.0 0.0
0.0 0.0 0.0
0.0 0.0 0.0
0.0 0.0 0.0
0.0 0.0 0.0
0.0 0.0 0.0
0.0 0.0 0.0
0.0 0.0 0.0
0.0 0.0 0.0
0.0 0.0 0.0
0.0 0.0 0.0
0.0 -0.1 0.0
0.0 0.0 0.0
0.0 0.0 0.1
0.0 0.0 0.0
0.0 0.0 0.0
-0.1 0.0 0.0
0.1 0.0 0.0
-0.2 -0.1 0.0
0.0 0.0 0.1
-0.3 -0.6 -0.2
-0.1 -0.1 0.0
0.1 0.0 0.0
-0.1 0.1 0.0
0.1 0.0 0.0
0.0 0.0 0.0
0.0 0.0 0.0
0.0 0.0 0.0
0.0 0.0 0.0
0.0 0.0 0.0
0.0 0.0 0.0
0.0 0.0 0.0
0.0 0.0 0.0
0.0 0.0 0.0
0.0 0.0 0.0
0.0 0.0 0.0
0.0 0.0 0.0
0.0 0.0 0.0
0.0 0.0 0.0
0.0 0.0 0.0
0.0 0.0 0.0
0.0 0.0 0.0
0.0 0.0 0.0
0.0 0.0 0.0
0.0 0.0 0.0
0.0 0.0 0.0
0.0 0.0 0.0


The following is a quantum chemistry calculation of a molecular structure, C31H33FeN5O10P, from the OMol25 dataset.

For the HOMO energy, the calculation gives -5.22 eV. Its multiplicity is 5. As for the net charge: -1.

Atoms and positions in Å:
Fe 0.453650 0.038112 0.171415
O 1.640241 2.055029 8.285717
C 2.239944 2.403900 7.251994
O 3.087458 3.290724 7.055188
C 1.832322 1.613108 5.981853
C 1.224666 0.370501 6.086418
C 0.914233 -0.326547 4.933957
N 1.129615 0.152027 3.706218
C 1.676175 1.372345 3.598295
C 2.060089 2.112685 4.703844
C 1.853662 1.968939 2.215674
O 2.433006 3.026581 2.073107
O 1.315556 1.319513 1.220407
H 1.005522 -0.023425 7.069500
H 0.462122 -1.314172 4.985495
H 2.533853 3.075257 4.579354
C 3.039238 2.774916 -1.596524
C 1.594916 2.866080 -2.096206
C 0.785887 3.693483 -1.086831
C 1.537162 3.572332 -3.451526
P 0.832698 1.156797 -2.099031
C -0.771160 1.441620 -2.927048
C -1.839427 1.765921 -2.091520
C -3.094901 2.045663 -2.606934
C -3.310132 1.986693 -3.974351
C -2.260233 1.660303 -4.819851
C -1.001453 1.398946 -4.300706
C 1.827218 -0.058599 -3.130242
C 0.882258 -1.238121 -3.407288
C 2.447348 0.440604 -4.437220
C 2.973186 -0.582178 -2.248839
H 3.417606 3.786953 -1.432694
H 3.693681 2.290199 -2.322805
H 3.097335 2.253027 -0.640145
H 1.249335 4.679635 -1.000453
H 0.797456 3.240449 -0.096106
H -0.243544 3.836098 -1.419875
H 1.960519 4.574327 -3.336637
H 0.509355 3.684002 -3.799428
H 2.108854 3.059660 -4.223379
H -1.691480 1.786335 -1.018601
H -3.908678 2.288867 -1.936130
H -4.293691 2.185994 -4.380101
H -2.418991 1.608910 -5.889671
H -0.200522 1.156650 -4.983559
H 0.023244 -0.964554 -4.017105
H 0.485919 -1.652405 -2.477185
H 1.440455 -2.022052 -3.927331
H 1.722588 0.856715 -5.133962
H 2.933692 -0.404129 -4.934456
H 3.213122 1.194261 -4.253925
H 2.618996 -0.934651 -1.280252
H 3.738244 0.171886 -2.071256
H 3.447147 -1.426028 -2.759658
O -2.739689 -1.471857 -1.838405
C -2.258442 -1.440415 -0.719726
O -1.176516 -0.850759 -0.369580
C -2.963772 -2.185201 0.402828
C -2.416414 -2.262773 1.675032
C -3.093080 -2.969644 2.653536
C -4.295697 -3.604711 2.421492
C -4.806178 -3.512064 1.140656
C -4.167979 -2.820518 0.129113
N -6.085797 -4.189823 0.850325
O -6.632982 -4.771465 1.765461
O -6.513291 -4.120825 -0.282234
N -2.504677 -3.066027 4.004198
O -3.178980 -3.574264 4.874974
O -1.372528 -2.655044 4.151583
H -1.474030 -1.786427 1.904483
H -4.809578 -4.146217 3.199372
H -4.582358 -2.766472 -0.866851
N 1.288225 -1.998301 2.042028
C 1.271342 -3.298579 2.343927
C 1.326786 -4.007078 1.157694
C 1.377542 -3.024849 0.167542
N 1.370095 -1.809641 0.712095
H 1.252128 -1.136583 2.675784
H 1.214485 -3.628319 3.367214
H 1.335829 -5.075134 1.031375
H 1.430198 -3.136197 -0.903518

Cartesian forces, eV/Å:
-0.1 0.2 -0.4
0.1 -0.1 0.0
-0.2 0.2 -0.1
0.0 0.0 0.0
0.1 -0.1 0.0
0.0 0.0 0.0
0.0 -0.1 0.0
0.1 0.0 0.0
0.0 0.0 0.0
0.0 0.0 0.0
-0.1 0.1 0.0
0.1 -0.1 0.0
0.1 -0.2 0.2
0.0 0.0 0.0
0.0 0.1 0.0
0.0 0.0 0.0
0.0 0.0 0.0
0.0 0.0 0.0
0.0 0.0 0.0
0.0 0.0 0.0
0.1 -0.1 0.0
0.0 0.0 0.0
0.0 0.0 0.0
0.0 0.0 0.0
0.0 0.0 0.0
0.0 0.0 0.0
0.0 0.0 0.0
0.0 0.0 0.0
0.0 0.0 0.0
0.0 0.0 0.0
0.0 0.0 0.0
0.0 0.0 0.0
0.0 0.0 0.0
0.0 0.0 0.0
0.0 0.0 0.0
0.0 0.0 0.0
0.0 0.0 0.0
0.0 0.0 0.0
0.0 0.0 0.0
0.0 0.0 0.0
0.0 0.0 0.0
0.0 0.0 0.0
0.0 0.0 0.0
0.0 0.0 0.0
0.0 0.0 0.0
0.0 0.0 0.0
0.0 0.0 0.0
0.0 0.0 0.0
0.0 0.0 0.0
0.0 0.0 0.0
0.0 0.0 0.0
0.0 0.0 0.0
0.0 0.0 0.0
0.0 0.0 0.0
0.0 0.0 0.0
0.0 -0.1 -0.1
0.0 0.1 0.2
0.0 0.0 0.0
0.0 0.0 0.0
0.0 0.0 0.0
0.0 0.0 0.0
0.0 0.0 0.0
0.0 0.0 0.0
0.0 0.0 0.0
0.0 0.0 0.0
0.0 0.0 0.0
0.0 -0.2 0.0
0.0 0.0 0.0
0.0 0.0 0.0
0.0 0.0 0.0
0.0 0.0 0.0
0.0 0.0 0.0
0.2 0.1 0.0
0.0 0.0 0.0
0.0 0.0 0.0
0.1 0.0 0.0
-0.2 -0.1 0.1
-0.1 -0.1 0.0
0.0 0.0 0.0
0.0 0.0 0.0
0.0 0.0 0.0